Entry 1:
{
  "formula": "C6H12OP",
  "method": "ωB97M-V/def2-TZVPD",
  "multiplicity": 1,
  "fmax_ha_per_bohr": 0.07299,
  "e_lumo_ev": -6.34,
  "mol_weight_g_mol": 131.1,
  "total_charge": 1,
  "e_tot_ev": -17742.6526,
  "homo_energy_ev": -13.70,
  "de_lowest_kj_mol": 218.5,
  "species": ["C", "C", "C", "C", "C", "C", "O", "P", "H", "H", "H", "H", "H", "H", "H", "H", "H", "H", "H", "H"],
  "xyz": [[0.158126, 0.598563, -1.125705], [0.018281, 1.040719, 0.108679], [-0.382955, -0.814949, -1.470127], [-0.694376, 0.172228, 1.116606], [-3.697013, -0.158460, 0.105558], [3.560612, -0.131712, 0.675471], [-2.785734, -0.857697, -0.416657], [-1.284043, -1.367487, 0.063090], [0.645713, 1.083635, -1.901453], [0.380452, 1.857512, 0.561561], [-1.067955, -0.834068, -2.313460], [0.494422, -1.371441, -1.830945], [-0.095874, -0.211439, 1.939645], [-1.465090, 0.854395, 1.379544], [-3.646368, 0.387323, 1.070507], [3.907852, 0.792907, 0.201166], [-4.510606, 0.131741, -0.696944], [2.626386, 0.036277, 1.201966], [4.449030, -0.251394, 1.274077], [3.389140, -0.956658, 0.057417]],
  "forces_ev_per_angstrom": [[-1.3180, -1.5046, 0.6113], [-0.5818, -3.6159, -0.7848], [0.4369, 1.3712, 0.4003], [-0.0304, -1.4615, -2.2459], [-0.4808, 0.9651, -3.1039], [0.5755, 1.8362, 0.6439], [-2.8532, 1.9506, 0.2785], [3.0644, -0.1441, 1.5366], [0.8910, 1.1116, -1.2027], [1.5340, 3.3334, 0.7882], [-0.2468, 0.1669, -0.1081], [-0.4173, -0.5631, 0.6691], [-0.0896, 0.3044, 0.1676], [-1.2467, -0.1100, 1.2234], [0.2237, -0.8674, -0.3001], [-0.8461, -0.1925, -0.7867], [1.1268, -0.9287, 2.0688], [0.2603, 0.2476, 0.5499], [-0.2017, -0.8497, 0.9414], [0.2000, -1.0494, -1.3467]]
}

=====

Entry 2:
{
  "formula": "C4H9NO3",
  "method": "ωB97M-V/def2-TZVPD",
  "multiplicity": 1,
  "fmax_ha_per_bohr": 0.06798,
  "e_lumo_ev": 0.52,
  "mol_weight_g_mol": 119.1,
  "total_charge": 0,
  "e_tot_ev": -11923.7038,
  "homo_energy_ev": -9.09,
  "de_lowest_kj_mol": 370.3,
  "species": ["C", "C", "O", "O", "H", "H", "H", "H", "C", "C", "N", "O", "H", "H", "H", "H", "H"],
  "xyz": [[0.862791, -0.037820, 0.965900], [-1.055362, -1.322335, 0.937950], [2.121650, -0.491827, 0.540074], [-1.852147, -1.225150, 1.830542], [2.190819, -1.353343, 0.113035], [0.982489, 1.037612, 1.127070], [0.746679, -0.361735, 2.004171], [-0.346979, -2.147281, 0.764809], [-0.852874, 1.597737, -0.446386], [-0.337553, 0.182062, -0.558519], [0.350110, -0.088688, -1.706741], [-1.364686, -0.708375, -0.341935], [0.230241, -1.011614, -2.102080], [1.319489, 0.150702, -1.845374], [-1.603885, 1.769258, -1.219201], [-0.045010, 2.315293, -0.582673], [-1.345772, 1.695504, 0.519358]],
  "forces_ev_per_angstrom": [[0.2806, 1.7172, -1.2274], [-3.1726, -0.7851, -1.2400], [0.7820, 0.2363, -0.5072], [1.5301, 0.1001, -0.6266], [-0.7185, 0.0203, 0.2463], [0.2334, 0.0363, -0.1992], [-0.9850, -0.6082, -0.2329], [0.2556, 0.4581, 0.4063], [0.1088, -0.1716, 0.1908], [1.1482, 0.2911, 2.8953], [0.7893, -1.0966, -1.9474], [-0.0058, -1.0291, 1.1522], [-0.3746, -0.0561, 0.3662], [-0.0509, 0.6909, 0.5526], [0.0655, -0.1436, -0.0704], [-0.0292, 0.0707, 0.1615], [0.1429, 0.2691, 0.0796]]
}

=====

Entry 3:
{
  "formula": "C2F3I",
  "method": "ωB97M-V/def2-TZVPD",
  "multiplicity": 1,
  "fmax_ha_per_bohr": 0.03713,
  "e_lumo_ev": -0.30,
  "smiles": "FC(F)=C(F)I",
  "mol_weight_g_mol": 207.9,
  "total_charge": 0,
  "e_tot_ev": -18325.2919,
  "homo_energy_ev": -9.54,
  "de_lowest_kj_mol": 0.0,
  "species": ["C", "C", "F", "F", "F", "I"],
  "xyz": [[-0.625721, -0.377060, 0.042129], [0.381153, 0.532296, 0.022460], [-0.407736, -1.699908, -0.052835], [-1.925893, -0.192524, 0.027144], [0.102949, 1.830392, -0.040291], [2.475250, -0.093196, 0.001392]],
  "forces_ev_per_angstrom": [[1.4011, -0.5369, -0.5552], [-0.3652, -1.8077, -0.1048], [0.2884, 0.9583, 0.3387], [0.2699, 0.7982, 0.1074], [0.2072, -0.0450, 0.1941], [-1.8014, 0.6330, 0.0198]]
}

=====

Entry 4:
{
  "formula": "CHF3O2S",
  "method": "ωB97M-V/def2-TZVPD",
  "multiplicity": 1,
  "fmax_ha_per_bohr": 0.05980,
  "e_lumo_ev": [-2.43, -4.62],
  "mol_weight_g_mol": 134.1,
  "total_charge": 0,
  "e_tot_ev": -24129.3181,
  "homo_energy_ev": [-9.24, -7.53],
  "de_lowest_kj_mol": 599.5,
  "species": ["C", "O", "O", "F", "F", "F", "S", "H"],
  "xyz": [[0.712014, 0.525299, 1.321409], [-0.778654, -1.844035, -0.916295], [0.104733, -0.126225, -2.429513], [1.914537, 0.888362, 1.022316], [0.603853, -0.723937, 1.838817], [-0.023718, 1.560126, 1.841837], [-0.611630, -0.407353, -1.204172], [-1.921135, 0.127763, -1.474399]],
  "forces_ev_per_angstrom": [[-1.1410, -0.0924, 0.4974], [-0.2576, 0.9887, 0.5694], [0.5272, 0.7991, -0.3684], [-0.2805, -0.2790, 0.4146], [0.0919, 2.9448, -0.3575], [1.4253, -2.6795, -0.4960], [-0.9209, -1.2402, -0.5460], [0.5556, -0.4416, 0.2866]]
}

=====

Entry 5:
{
  "formula": "C11H17N4",
  "method": "ωB97M-V/def2-TZVPD",
  "multiplicity": 1,
  "fmax_ha_per_bohr": 0.08949,
  "e_lumo_ev": -3.37,
  "mol_weight_g_mol": 205.3,
  "total_charge": 1,
  "e_tot_ev": -17631.3933,
  "homo_energy_ev": -10.76,
  "de_lowest_kj_mol": 660.7,
  "species": ["C", "C", "C", "C", "C", "C", "C", "C", "C", "C", "C", "N", "N", "N", "N", "H", "H", "H", "H", "H", "H", "H", "H", "H", "H", "H", "H", "H", "H", "H", "H", "H"],
  "xyz": [[3.665651, -0.655846, 1.024371], [3.627413, 0.727820, -0.665647], [-1.868952, 0.274410, 0.166060], [-1.079593, 1.350988, -0.317380], [1.191817, 0.560097, -0.895040], [-1.133925, -1.054580, 0.774907], [-1.642544, -1.086431, -0.556718], [-3.210007, 0.521887, 0.730633], [-1.584416, 2.716363, -0.265172], [-2.902268, -1.833594, -1.093257], [5.891752, -0.123797, 0.170531], [2.406889, -0.451295, 0.744347], [0.148852, 1.102805, -0.514597], [4.480892, 0.014225, 0.132617], [2.384799, 0.458299, -0.247452], [4.140796, -1.250143, 1.768196], [4.101902, 1.233568, -1.384292], [-0.051106, -1.015714, 1.008768], [-1.708831, -1.636424, 1.425046], [-0.948496, -1.008636, -1.430846], [-3.566193, -0.464108, 1.293173], [-4.016723, 0.719501, -0.008272], [-3.198449, 1.264533, 1.610746], [-1.353033, 3.044084, 0.753181], [-2.631226, 2.523325, -0.442507], [-1.046627, 3.497226, -0.776144], [-3.452343, -2.114041, -0.216626], [-2.568700, -2.686270, -1.690398], [-3.459056, -1.147440, -1.704319], [6.201132, 0.396968, 1.035112], [6.023467, -1.202663, 0.350753], [6.536318, 0.306017, -0.615271]],
  "forces_ev_per_angstrom": [[0.4067, 0.6624, -1.7223], [0.1857, -2.7754, 3.4749], [-0.0070, -3.4137, 0.9502], [2.2453, -0.2073, 0.5326], [-2.3193, 0.6075, -3.9276], [1.2431, 1.5008, -0.3257], [-0.5788, 0.3126, -4.0236], [-2.1009, -1.2788, 2.8549], [0.0256, 0.1459, 0.6913], [1.8699, 0.4041, 1.1402], [1.3779, -0.6927, 0.1869], [0.7314, -0.0991, 1.8202], [1.7873, 0.2164, 0.7545], [-3.6642, 0.5492, -0.0034], [2.1555, -0.2756, 0.9128], [-0.4031, -0.5927, 0.5185], [0.4043, 2.3343, -3.1239], [-0.8382, 0.0752, -0.3929], [-0.8360, -0.3134, 1.4238], [-0.1861, 0.1620, 1.1219], [0.6633, 2.0271, -1.3154], [0.5507, 0.2707, 0.4948], [-0.1280, -0.7415, -1.6253], [-0.8467, -0.1918, 0.3896], [-0.4776, 1.4527, -0.0684], [-0.1683, -0.1725, -1.1959], [-0.7599, -0.5678, 0.0424], [-0.2872, 0.0093, 0.2368], [-0.3719, 0.1548, -0.3009], [0.6417, 0.4436, 1.1977], [0.7189, 0.5121, -0.4594], [-1.0339, -0.5184, -0.2592]]
}

=====

Entry 6:
{
  "formula": "C7H6",
  "method": "ωB97M-V/def2-TZVPD",
  "multiplicity": 1,
  "fmax_ha_per_bohr": 0.10228,
  "e_lumo_ev": -0.16,
  "smiles": "C=C1C=CC2=C1C2",
  "mol_weight_g_mol": 90.1,
  "total_charge": 0,
  "e_tot_ev": -7350.5209,
  "homo_energy_ev": -8.45,
  "de_lowest_kj_mol": 287.3,
  "species": ["C", "C", "C", "C", "C", "C", "C", "H", "H", "H", "H", "H", "H"],
  "xyz": [[0.283794, 1.274678, 1.235710], [-0.389484, 1.406115, 0.058911], [0.487347, -0.148049, 1.500359], [-0.134130, -0.860037, 0.560463], [-0.662313, 0.040374, -0.515817], [-1.052191, -0.245574, -1.768009], [1.027949, -1.452416, 1.117227], [0.670923, 2.200064, 1.636655], [-0.722534, 2.387559, -0.222302], [-1.227363, -1.117790, -2.292557], [-1.075507, 0.701080, -2.413107], [1.909228, -1.209238, 0.418485], [1.044206, -2.306745, 1.691940]],
  "forces_ev_per_angstrom": [[0.3293, 0.4419, -1.5961], [0.1626, -0.9117, 0.9789], [-2.1504, 0.5562, 0.2820], [-2.8001, 1.5592, -0.2329], [0.4540, -0.6137, 0.2724], [0.7885, 4.4741, 0.1764], [4.0906, 1.6058, -2.8900], [0.1379, -0.3737, 0.9554], [-0.2807, 0.0230, -0.7597], [-0.1609, -1.9841, -0.3280], [-0.4145, -1.5017, 0.7269], [-0.2582, -1.6142, 1.1034], [0.1018, -1.6610, 1.3115]]
}

=====

Entry 7:
{
  "formula": "C31H25CrN2O4",
  "method": "ωB97M-V/def2-TZVPD",
  "multiplicity": 4,
  "fmax_ha_per_bohr": 0.13769,
  "e_lumo_ev": [-5.63, -10.10],
  "mol_weight_g_mol": 541.5,
  "total_charge": 2,
  "e_tot_ev": -72123.3609,
  "homo_energy_ev": [-11.36, -13.61],
  "de_lowest_kj_mol": 269.5,
  "species": ["H", "C", "H", "C", "C", "N", "C", "C", "C", "C", "C", "C", "C", "C", "C", "C", "N", "O", "H", "H", "H", "H", "H", "H", "H", "H", "H", "H", "H", "H", "O", "C", "Cr", "C", "O", "C", "O", "C", "C", "C", "C", "C", "C", "C", "C", "C", "C", "C", "C", "C", "C", "C", "H", "H", "H", "H", "H", "H", "H", "H", "H", "H", "H"],
  "xyz": [[1.278021, 2.326552, -0.805440], [0.444978, 2.795561, 0.957878], [0.768743, 3.832388, 0.693345], [-0.800305, 2.321754, 0.537191], [-1.402141, 1.340401, 1.297644], [-0.721973, 0.744133, 2.315559], [-1.310387, -0.347765, 3.043465], [-2.137032, -1.234298, 2.341603], [-2.658793, -2.344050, 2.996986], [-2.411448, -2.533821, 4.360344], [-3.005365, -3.713882, 5.059963], [-1.620938, -1.618115, 5.069856], [-1.045631, -0.528731, 4.410674], [0.543439, 1.153947, 2.633191], [1.236268, 2.031604, 1.821604], [2.695696, 2.179147, 2.092552], [3.357184, 3.195870, 1.474571], [3.240562, 1.382314, 2.825498], [-1.390344, 2.789501, -0.240571], [-2.406713, 0.998557, 1.099583], [-2.307018, -1.081191, 1.276257], [-3.264205, -3.056236, 2.441139], [-3.159717, -3.520358, 6.127168], [-3.965069, -4.000953, 4.616341], [-2.354148, -4.594596, 4.988848], [-1.448003, -1.754316, 6.137877], [-0.384256, 0.172801, 4.931065], [0.979759, 0.677943, 3.492404], [2.884949, 3.935764, 0.988792], [4.363404, 3.272036, 1.660381], [-1.494269, -4.375031, -1.271131], [-1.668851, -3.396567, -1.866778], [-1.917267, -1.598177, -2.504898], [-0.615583, -1.248080, -1.236347], [0.171272, -1.045192, -0.369498], [-3.260910, -1.506681, -1.202451], [-4.065510, -1.493846, -0.343029], [-2.959050, -2.141017, -4.339355], [-1.576071, -2.292507, -4.546953], [-0.698888, -1.258633, -4.211102], [-1.149976, -0.025069, -3.682175], [-0.207966, 0.917966, -3.097094], [0.627082, 1.552786, -2.498890], [1.585699, 2.381563, -1.828224], [2.988213, 1.912502, -1.768774], [4.003016, 2.817731, -1.474785], [5.302217, 2.366822, -1.254497], [5.608209, 1.008196, -1.414923], [4.603866, 0.125478, -1.817986], [3.296090, 0.583333, -1.996238], [-2.544414, 0.126738, -3.553377], [-3.439625, -0.900534, -3.899799], [-3.652005, -2.965390, -4.550392], [-1.183437, -3.258904, -4.893528], [0.378585, -1.405368, -4.302415], [1.498473, 3.432856, -2.066382], [3.772200, 3.883627, -1.421703], [6.063718, 3.071333, -0.900981], [6.621035, 0.653344, -1.196039], [4.840523, -0.936031, -1.930823], [2.518829, -0.109916, -2.305807], [-2.923535, 1.062810, -3.140947], [-4.521185, -0.762105, -3.758445]],
  "forces_ev_per_angstrom": [[-0.3683, 0.1548, 0.7747], [-0.2017, 2.4982, -1.8947], [-0.3561, -1.0366, -0.1298], [-0.1787, 0.0577, 1.4427], [-0.4193, 0.1058, -1.8306], [1.7381, 0.4705, 1.5539], [-0.3951, -0.4223, 0.4683], [0.4773, -0.0027, 0.2153], [0.2558, 0.5270, 0.0971], [-0.0827, 0.0413, 0.1380], [-0.2020, -0.4816, 0.2697], [0.1622, 0.2722, -0.5825], [-0.0980, -0.0766, -0.4459], [-0.9844, -1.1743, -0.8466], [1.1882, -0.5386, 2.1755], [-3.8607, 1.9107, -2.6402], [1.3627, -0.9863, 0.4674], [2.0769, -1.4056, 1.8723], [0.1239, 0.2323, 0.1375], [0.0909, -0.0085, 0.1410], [0.0358, -0.0909, 0.4432], [0.0443, 0.0989, 0.1813], [0.0068, 0.0015, -0.2365], [0.1559, 0.1078, 0.1162], [-0.0210, 0.1923, -0.0200], [-0.0536, 0.0009, -0.3124], [-0.4764, -0.2946, -0.0194], [0.2143, -0.2440, -0.0338], [-0.2402, 0.2221, 0.1739], [-0.6025, 0.1478, -0.1794], [-0.5477, 2.7720, -2.0522], [0.4751, -2.9914, 1.7873], [-0.4377, -2.8785, 0.5293], [4.4148, 1.9506, 5.1805], [-3.5951, -1.0779, -4.1979], [-3.9342, 0.5158, 4.3680], [3.2237, -0.0570, -3.7297], [-0.8550, -0.2217, -0.5316], [0.5446, -0.5384, -0.1722], [1.3949, -0.0709, -0.9410], [0.3059, 0.5521, 0.4192], [-0.0292, -0.1724, -0.2012], [-0.8443, -0.3116, -1.3801], [0.0331, 0.0741, 0.2717], [0.3999, -0.4548, -1.0006], [0.1647, 0.2602, 0.4211], [0.4363, -0.3976, 0.2499], [0.0706, 0.5344, 0.2575], [0.1228, -0.1148, 0.2301], [0.4455, -0.2940, 0.1430], [-0.4965, 1.7934, 0.1982], [-0.5962, -0.0689, -0.4101], [0.3857, 0.4279, 0.1417], [-0.1403, 0.5740, 0.1733], [-0.3437, -0.0792, -0.0093], [-0.0689, 0.2504, -0.4884], [0.0903, -0.2077, 0.0051], [-0.2034, -0.2987, -0.3983], [-0.4531, 0.1059, -0.2161], [-0.1155, 0.3921, -0.0943], [0.0941, 0.0800, 0.1043], [0.0560, -0.3017, -0.2032], [0.6101, -0.0250, 0.0499]]
}

=====

Entry 8:
{
  "formula": "C6H12O",
  "method": "ωB97M-V/def2-TZVPD",
  "multiplicity": 1,
  "fmax_ha_per_bohr": 0.01664,
  "e_lumo_ev": 1.08,
  "smiles": "C[C@@H]1C[C@@H]1[C@@H](C)O",
  "mol_weight_g_mol": 100.2,
  "total_charge": 0,
  "e_tot_ev": -8463.0636,
  "homo_energy_ev": -9.92,
  "de_lowest_kj_mol": 124.5,
  "species": ["C", "C", "O", "C", "C", "C", "C", "H", "H", "H", "H", "H", "H", "H", "H", "H", "H", "H", "H"],
  "xyz": [[2.552404, 0.094198, -0.120868], [1.119161, -0.301168, 0.200673], [0.975693, -0.675359, 1.562836], [0.099375, 0.799258, 0.048628], [-0.822019, 0.920206, -1.097968], [-1.402281, 0.414368, 0.188936], [-2.031525, -0.984834, 0.174698], [2.645309, 0.353112, -1.183709], [3.232263, -0.737470, 0.090497], [2.866779, 0.954389, 0.479092], [0.842207, -1.148380, -0.450881], [0.015200, -0.566143, 1.644108], [0.401675, 1.717484, 0.563677], [-0.717410, 0.170538, -1.874374], [-1.107176, 1.908837, -1.421347], [-2.022994, 1.130640, 0.729991], [-1.388729, -1.727643, -0.308775], [-2.973688, -0.960943, -0.398949], [-2.284238, -1.361089, 1.173740]],
  "forces_ev_per_angstrom": [[-0.0734, 0.0322, 0.0816], [-0.2167, 0.1260, -0.3351], [0.0981, -0.3910, 0.0550], [-0.3234, -0.0880, 0.2459], [-0.1573, 0.1648, -0.4473], [-0.2061, 0.1235, -0.1693], [0.2051, 0.0582, 0.0236], [-0.0575, -0.0520, 0.2329], [-0.1259, 0.1116, -0.0175], [-0.0730, -0.0962, -0.0527], [0.0379, 0.1063, 0.0751], [0.3502, -0.2770, 0.7302], [-0.2395, -0.2778, -0.1364], [-0.0438, 0.1258, -0.1164], [0.0351, 0.0489, -0.2312], [0.3089, -0.0620, -0.0932], [-0.0168, 0.1193, 0.0798], [0.3479, 0.1041, 0.1798], [0.1502, 0.1232, -0.1047]]
}